The following is a DFT calculation (the ωB97M-V functional and the def2-TZVPD basis) of a structure of composition C32H30BeN3O9S4Te.

XYZ file:
```
80
Properties=species:S:1:pos:R:3:forces:R:3:mulliken_charge:R:1
Te 0.563509 2.548491 0.172977 0.14 0.24 -0.03 0.862
S 1.892468 -5.244484 -1.496207 0.00 0.04 0.03 -0.002
S -0.817808 -3.441841 -3.168566 -0.05 0.01 0.05 -0.053
S -2.238108 0.138081 0.006418 -0.22 0.99 -0.30 0.749
S 0.615823 -5.352783 1.593622 0.06 -0.01 -0.01 -0.141
O -2.371640 1.633596 0.088937 0.15 -0.25 0.02 -0.878
O 1.155973 0.018712 0.495402 -0.15 -0.13 0.34 -0.664
O 5.209489 -2.038980 4.726101 -0.02 0.07 -0.12 -0.650
O -0.287449 -2.087015 -0.348745 -0.19 -0.25 -0.40 -0.075
O -0.438959 -1.071834 2.202461 -0.10 0.06 0.02 -0.516
O 4.687247 1.865196 0.006190 -0.15 0.00 0.10 -0.748
O 2.611590 2.570222 0.067958 -0.16 0.11 0.00 -0.617
O 6.493410 -0.909187 3.421175 -0.14 -0.01 0.03 -0.653
O 0.475043 -2.301340 3.833128 0.07 0.13 -0.01 -0.776
N 5.390393 -1.289630 3.780529 0.11 -0.01 0.06 1.067
N 3.524190 1.590060 0.376332 -0.03 -0.34 -0.52 0.782
N 0.639208 -1.494774 2.892039 -0.03 -0.12 -0.08 0.875
C -0.054662 5.328403 -1.044559 -0.02 -0.11 0.01 1.192
C -0.069421 -3.456316 -0.459907 0.02 0.15 0.21 3.681
C 1.389355 5.438126 0.906332 0.04 -0.10 0.06 0.963
C -2.385249 -0.300626 -1.756844 0.08 -0.17 0.06 -0.596
C -2.194549 -4.317201 -3.693548 0.03 0.05 -0.05 -0.565
C 1.889815 -0.959030 2.578084 -0.01 0.06 -0.10 0.002
C -3.640992 -1.151661 -1.899630 -0.03 0.05 0.00 -0.032
C 3.515422 -4.714888 -1.648276 -0.01 -0.06 -0.02 -0.635
C 1.395167 6.827477 0.795552 0.00 -0.02 -0.03 -0.953
C 3.653646 -3.418999 -1.264042 -0.04 0.06 0.00 -0.752
C 2.057102 -0.087049 1.461168 -0.18 -0.07 -0.34 1.216
C -4.645099 -0.557389 -0.914304 0.01 -0.01 -0.02 -0.757
C -2.767308 -5.007568 -2.672055 -0.01 -0.01 0.04 -0.671
C -1.005139 -3.990656 -1.543638 -0.01 0.16 -0.01 -0.383
C -0.024563 6.716325 -1.113063 0.00 0.06 0.01 -0.792
C 0.697717 7.483130 -0.207001 0.01 0.02 -0.03 0.750
C -3.906433 -0.479699 0.416322 0.20 -0.28 0.00 -0.780
C -0.861868 4.590665 -2.092927 0.09 0.08 0.14 -1.429
C -1.452839 -3.886386 1.667508 -0.10 -0.07 -0.04 0.060
C 2.175467 4.802958 2.026457 -0.01 0.09 -0.12 -1.562
C -0.409332 -5.491206 2.952982 0.02 -0.06 -0.01 -0.458
C -1.472020 -4.648220 2.866050 -0.12 0.02 -0.03 -0.974
C -2.081278 -4.815151 -1.434220 -0.13 -0.19 -0.05 -0.445
C 1.379333 -3.711876 -0.879432 -0.10 -0.23 -0.04 -0.805
C 3.295509 0.577802 1.337006 -0.09 -0.06 0.33 -0.574
C 4.394122 0.152286 2.073249 0.15 0.18 0.11 -0.340
C 0.714895 8.986419 -0.326662 0.00 -0.08 -0.01 -1.500
C 2.422099 -2.843979 -0.829623 0.18 0.10 0.05 -0.819
C 2.982308 -1.351854 3.337595 0.00 -0.13 0.10 -0.549
C 0.664317 4.676648 -0.026619 0.01 -0.02 0.07 -0.249
C 4.221415 -0.822898 3.034384 0.02 0.05 0.01 -0.600
C -0.388147 -4.161717 0.864846 0.15 0.15 -0.01 -1.087
Be -0.134823 -0.971964 0.662741 0.61 -0.22 0.38 0.289
H 1.594777 4.014764 2.507160 -0.01 -0.03 0.04 0.287
H -1.472539 -0.814205 -2.049006 0.00 0.02 -0.01 0.107
H -3.413955 -2.185503 -1.627851 0.01 -0.05 -0.03 -0.130
H -3.642770 -5.633983 -2.787099 0.05 0.03 0.01 0.396
H 4.271596 -5.395146 -2.014260 -0.05 0.10 0.02 0.466
H 2.850812 -2.091706 4.110581 -0.01 0.04 0.02 0.671
H 2.323937 -1.820629 -0.500453 -0.08 0.01 -0.02 0.350
H -5.559978 -1.146668 -0.833589 0.03 0.00 0.02 0.411
H -2.498583 -4.278177 -4.730145 0.01 -0.03 0.09 0.441
H 1.956349 7.407058 1.522595 -0.01 -0.01 -0.03 0.261
H -1.705783 5.201791 -2.415614 0.02 0.01 -0.01 0.422
H -3.814004 -1.452943 0.903203 0.02 0.01 -0.06 0.112
H -0.242816 4.379385 -2.968122 0.01 -0.05 0.01 0.296
H -0.297010 9.394543 -0.266561 0.04 0.01 0.00 0.337
H -4.914314 0.454149 -1.229861 -0.05 -0.03 0.00 0.311
H 4.589369 -2.874910 -1.292113 -0.06 -0.06 0.02 0.438
H 2.451525 5.546509 2.774207 -0.03 0.01 0.00 0.413
H -1.251912 3.645664 -1.725408 -0.06 -0.04 -0.01 0.029
H 1.315469 9.440371 0.462709 -0.03 -0.02 -0.03 0.338
H -2.228234 -4.548455 3.634924 0.09 0.00 -0.06 0.359
H 1.134480 9.288670 -1.289717 -0.02 0.02 0.05 0.322
H -0.153232 -6.167928 3.755413 -0.03 0.08 -0.06 0.466
H -2.185698 -3.135914 1.409442 0.02 0.02 0.05 0.322
H -4.305329 0.247289 1.119700 0.06 0.00 0.05 0.504
H 5.359295 0.590831 1.882097 0.02 0.00 0.02 0.623
H -0.586532 7.217425 -1.898005 0.02 -0.04 0.03 0.364
H -2.461451 0.666043 -2.257914 -0.04 0.00 0.06 0.523
H -4.008606 -1.150537 -2.927223 0.02 0.01 0.02 0.395
H 3.085843 4.339219 1.643195 -0.05 0.02 0.02 0.227
H -2.374154 -5.285906 -0.504562 0.06 0.07 -0.04 0.530
```
Positions in Å, forces in eV/Å.

E_HOMO (spin up / spin down): -4.4 / -4.0 eV
energy above the lowest of the compared OMol25 structures with the same formula, charge and spin: 1.525 eV
DFT total energy: -3954.24075 hartree
Kohn-Sham gap (spin up / spin down): 0.2357 / 0.2217 Eh
net charge: -1